This record from OMol25 describes 3 unconnected molecules or ions with the total composition C30H56BBrIN4O7 at a distorted geometry. The level of theory is wB97M-V/def2-TZVPD.

- HOMO (alpha / beta) (hartree) = -0.1741 / -0.1741
- electronic energy (hartree) = -4818.9441

Structure (ORCA input):
```
! RIJCOSX wB97M-V def2-TZVPD def2/J DEFGRID3
* xyz -1 3
C -0.691 2.182 1.707
H 0.325 -2.925 -7.130
N -0.678 -2.302 2.630
B -0.126 3.663 1.698
H 0.872 1.185 -2.159
H -1.296 -4.252 5.412
H -2.735 2.718 1.379
C 1.803 -2.180 3.083
H 0.297 4.912 -0.368
H 3.571 1.679 0.270
H 0.192 -0.301 -8.362
H 3.087 1.728 -1.868
H -0.660 -3.728 -3.447
H 1.792 2.385 3.164
H -1.409 -3.169 -6.899
H 1.152 0.806 -0.453
H -3.162 -2.720 4.963
O -1.019 4.680 1.999
H -3.010 -2.091 1.280
C 2.410 2.378 -1.313
C -3.196 -1.310 -6.142
H -2.295 -0.482 -7.915
C 1.387 4.050 1.310
O 3.109 5.208 2.581
C 0.721 -4.330 2.786
H 2.621 -2.778 3.484
H 0.299 2.305 -0.926
H 2.011 4.951 -0.667
H -2.090 -3.958 -4.458
H 1.561 -4.337 2.090
H -0.322 -1.681 -2.394
H -1.662 -0.539 -2.515
C 1.250 6.529 0.501
C -2.370 -4.163 2.878
H -0.496 -3.657 -5.148
C 0.479 -2.902 3.353
H -2.417 1.026 1.135
H 0.029 1.430 1.402
C -0.720 -1.085 -6.571
H 2.334 1.075 2.163
O -0.274 0.059 -4.674
H -2.087 -1.350 4.833
O 0.296 7.123 0.883
C 0.353 -0.267 -7.284
H -4.153 -0.797 -6.260
C 1.934 4.798 2.576
H -3.073 -0.845 2.533
C -1.450 -1.851 -4.266
H -0.917 1.945 2.756
H 4.374 3.247 2.749
C -1.103 -3.176 5.419
H -1.104 4.705 2.958
H 0.554 -1.874 5.239
C -2.021 2.024 0.940
H 1.976 -2.045 2.014
H -3.382 -4.371 3.227
H -0.840 -2.353 -8.322
H 1.854 -1.204 3.564
C -2.035 -2.678 3.125
C 1.096 1.611 -1.180
H -1.987 -2.233 -2.220
H -4.099 -2.265 2.654
C 3.073 2.620 0.057
H 2.160 2.186 5.345
C -3.110 -1.918 2.354
I 4.795 3.998 -0.179
H 1.345 -0.675 -7.085
C 1.266 5.048 0.119
H -1.921 2.204 -0.127
N 2.964 2.798 5.235
C -0.658 -2.467 -7.253
C -1.338 -1.548 -2.768
H -2.329 -4.406 1.815
C -1.171 -3.379 -4.344
Br 2.939 7.554 0.290
N 2.200 2.846 1.134
C -2.167 -2.421 4.624
H 0.931 -5.054 3.575
H -3.586 -2.192 -4.213
C 3.920 2.272 2.922
C 0.298 -2.876 4.883
C -2.105 -0.503 -6.840
C 2.479 2.146 2.360
H 1.023 -3.549 5.343
H -1.726 -4.857 3.412
C -2.894 -1.471 -4.652
H -3.325 -2.287 -6.616
H 4.519 1.463 2.514
H -1.157 -2.873 6.467
H 2.615 3.595 4.690
H -2.150 0.538 -6.506
O -0.568 -1.014 2.660
H -3.128 -0.510 -4.185
O 4.739 1.380 4.986
H 2.316 3.283 -1.907
H 0.346 0.780 -6.987
O 1.166 4.860 3.565
H -0.106 -4.708 2.193
N -0.434 -1.149 -5.106
C 3.922 2.084 4.431
*
```

Atom charges from the Löwdin analysis, given in e for atoms 1 to 99: -0.1489 0.0905 -0.0762 -0.4363 0.0637 0.1024 0.0668 -0.0494 0.1255 0.0776 0.0849 0.0958 0.0768 0.1080 0.0617 0.0772 0.1215 0.1157 0.0882 -0.2850 -0.1768 0.1217 -0.2206 -0.0586 -0.0280 0.0937 0.0611 0.0549 0.0871 0.0762 0.0918 0.0787 -0.7335 -0.0502 0.0547 -0.4686 0.0461 0.0588 -0.4989 0.1224 -0.0085 0.1274 0.0578 -0.0414 0.1115 -0.6745 0.0720 -0.4663 0.1119 0.0809 -0.1746 0.1108 0.1208 -0.0957 0.0914 0.0881 0.0885 0.0727 -0.4951 -0.0745 0.0889 0.0859 -0.6660 0.0846 -0.0377 0.7667 0.0910 -0.0984 0.0627 0.1215 -0.0505 -0.0516 0.0891 -0.0284 0.6196 -0.1277 -0.1389 0.0868 0.1197 -0.1009 -0.1304 -0.1414 -0.1656 0.1205 0.0618 -0.1335 0.1029 0.1088 0.1117 0.0541 0.1268 -0.0053 0.1202 0.0481 0.0794 0.0816 -0.0196 0.0537 -0.0810

=====

This record from OMol25 describes 9 unconnected molecules or ions with the total composition C30H56N2O21 at a distorted geometry. The level of theory is wB97M-V/def2-TZVPD.

- energy relative to the best compared isomer or geometry (same formula, charge and spin) (kcal/mol) = 54.2
- HOMO (hartree) = -0.3657
- electronic energy (hartree) = -2865.8587

Structure (ORCA input):
```
! RIJCOSX wB97M-V def2-TZVPD def2/J DEFGRID3
* xyz 0 1
H 1.789 1.223 0.627
H -0.390 2.733 4.064
C -0.214 3.094 2.974
C 1.838 4.210 3.269
H 4.326 6.092 3.040
O 1.554 -0.200 5.721
H -0.081 4.747 -1.384
H -4.713 3.742 2.356
O 0.017 -0.266 -3.078
H 3.912 0.228 2.337
O 3.058 -2.025 5.092
H -5.383 -2.840 -2.324
H -4.160 2.554 1.210
H -1.140 -4.125 2.034
H -1.417 0.450 -4.561
H -4.095 -2.079 -1.540
H -0.573 2.156 2.419
O 1.631 4.010 4.700
O 2.510 -3.590 -2.075
H 2.628 -0.982 0.780
H 0.600 -3.572 2.354
N 6.301 -3.539 0.653
H 0.553 -3.428 -1.952
C -1.173 -1.892 0.722
H 3.180 6.084 4.392
H 3.746 -7.462 -1.664
C 0.451 0.863 -2.347
C 0.798 -0.068 3.097
C -3.846 3.492 1.833
H 3.449 -6.687 -0.006
O 2.870 4.825 2.757
C -5.121 1.782 -1.354
C 2.086 -1.137 4.808
H 5.447 -0.221 1.519
H 3.158 -3.312 0.964
H -1.683 4.731 -2.080
C 4.338 -0.080 1.344
H -4.535 3.590 -2.149
H 1.309 -2.062 -2.845
C -2.203 4.366 0.385
C 1.376 -2.789 -1.972
H -2.925 4.099 -4.067
C 1.332 1.640 -0.284
H 1.389 0.812 3.276
C 2.610 -4.695 -1.389
C -2.018 -0.011 -0.285
H -3.170 1.153 -3.298
C -4.545 2.571 -2.540
O 0.933 0.551 -1.083
C -2.210 -3.352 -2.964
C -1.040 5.325 -1.399
H -3.124 2.629 -5.090
C -4.525 -2.212 -2.513
C -4.225 -1.068 -4.485
H -3.983 -3.908 -3.863
O 3.758 -5.355 -1.546
H 4.565 -2.462 6.278
H 0.217 0.204 -5.084
H 0.444 2.133 0.026
H -3.131 3.131 2.604
H 2.039 2.362 -0.746
C 3.930 -2.628 1.334
H 3.931 -1.354 -0.292
H 3.912 -2.666 2.435
O -4.848 -1.032 -3.227
H 1.343 -2.150 -1.124
H -2.119 0.555 0.667
O -1.757 3.009 0.244
H 4.945 -6.749 -0.447
C 3.608 -1.286 0.714
H 0.257 -4.835 1.404
H 4.291 0.779 0.628
H 4.012 -0.913 6.441
O -1.723 5.434 -0.193
C 5.257 -3.126 0.947
N -5.538 1.228 -0.416
C -0.575 -0.137 -4.415
H -0.955 6.408 -1.740
H -2.200 -3.657 -1.922
H -0.184 -0.010 3.542
C -3.188 2.146 -2.993
H -0.950 3.814 2.916
H 4.334 4.646 4.098
H -0.850 -1.152 -4.604
H -1.459 -2.565 -3.011
O 0.950 3.734 2.380
O -0.985 -1.023 -0.225
H 2.968 -2.282 7.155
H -3.022 -0.416 -0.273
H -1.802 2.884 -4.350
C 3.996 -6.650 -0.935
H 0.749 -0.291 2.020
O 1.568 -1.144 3.638
O 1.590 -5.115 -0.507
O -0.379 -2.957 0.637
C 3.709 5.468 3.692
O -3.323 4.595 1.139
C -3.609 -2.956 -3.493
O -3.509 -2.117 -4.610
C -2.822 3.002 -4.195
O -4.271 -0.135 -5.315
H -1.988 0.513 -1.232
H -1.757 -4.267 -3.363
H -5.311 2.470 -3.398
C 3.670 -1.979 6.327
H -2.451 2.275 -2.227
O 0.260 2.158 -2.874
C -0.157 -3.870 1.660
O -2.166 -1.827 1.705
*
```

Atom charges from the Löwdin analysis, given in e for atoms 1 to 99: 0.0749 0.1393 -0.0665 -0.3960 0.0984 -0.0583 0.1096 0.0696 -0.0854 0.0779 -0.0137 0.1316 0.1009 0.0999 0.0512 0.1152 0.0947 -0.1022 0.0328 0.0486 0.0864 0.1452 0.0634 -0.4656 0.0948 0.1178 -0.2891 -0.0106 -0.0714 0.0790 0.0047 -0.1840 -0.4388 0.0899 0.1052 0.0864 -0.0898 0.1113 0.1189 -0.3600 -0.0404 0.0963 -0.0494 0.0874 -0.4268 -0.0152 0.0588 -0.1586 -0.0475 -0.0023 -0.0364 0.0446 -0.0796 -0.5198 0.1508 -0.0011 0.0577 0.1107 0.0541 0.0937 0.1220 -0.1643 0.1045 0.1191 0.0497 0.0659 0.1063 -0.0935 0.0830 -0.2496 0.0751 0.0758 0.1196 0.0114 -0.2168 0.1336 0.0148 0.1275 0.0836 0.1071 -0.2750 0.0434 0.1171 0.0764 0.0580 0.0088 0.0011 0.1289 0.0730 0.0350 -0.0145 0.0856 -0.0054 -0.0783 -0.0156 -0.0382 0.0009 -0.2728 0.1203

=====

This record from OMol25 describes a molecular structure, C30H57FInO14Si at a distorted geometry. The level of theory is wB97M-V/def2-TZVPD.

- HOMO (hartree) = -0.1819
- electronic energy (hartree) = -2810.0280

Structure (ORCA input):
```
! RIJCOSX wB97M-V def2-TZVPD def2/J DEFGRID3
* xyz -1 1
O 5.612 -3.151 -1.337
O 9.597 -0.279 2.530
H -2.125 1.002 0.259
H 5.028 0.595 4.577
H 2.803 1.888 -1.857
H -4.703 1.446 0.140
O -7.730 1.755 -0.424
C -7.097 -3.535 -3.032
C -5.732 -3.721 -3.670
C 0.444 3.468 1.426
C 1.893 2.240 -1.169
H -7.737 -5.370 -2.080
H 5.581 1.044 2.747
H -2.240 -1.429 -1.897
C -2.767 0.461 -0.588
Si 0.764 4.475 -0.181
H 3.647 -2.593 -1.316
C 9.728 -0.120 1.129
C -7.815 0.905 0.642
C -1.012 4.896 -0.909
C 3.392 1.505 3.188
In 0.230 -0.561 -0.553
H 4.310 -5.585 -1.072
H -6.993 -3.092 -2.033
C 5.780 -3.784 -2.540
C 4.171 -3.479 0.583
H 3.660 -2.588 0.964
H 2.190 2.849 4.613
H 9.457 -1.064 0.645
C 4.274 -3.406 -0.931
H 3.584 -4.343 0.913
C 8.211 0.974 -0.574
H 2.236 1.944 -0.064
H -9.847 -0.749 -2.550
H 3.477 1.916 2.074
H 7.178 0.612 -0.593
C 3.969 -4.701 -1.622
H 1.727 6.706 -0.931
C -9.514 0.370 -0.709
H 2.415 -1.389 2.165
H -0.631 3.655 1.906
H 9.237 1.976 1.041
H -9.600 -1.771 -1.111
O 0.558 -0.450 1.513
H 3.436 3.789 3.469
H 0.847 1.051 -2.816
O -7.907 -2.663 -3.809
C 8.777 1.002 0.835
H 5.156 -3.516 1.059
H -4.914 -0.298 -0.760
C 0.596 1.358 -1.694
O 7.798 -0.053 3.925
H 2.859 -1.079 4.754
H -1.616 5.632 -0.194
H 10.759 0.134 0.865
H 0.541 2.288 1.282
H -8.958 1.948 -2.082
C -9.200 -3.084 -3.645
H -2.675 1.149 -1.542
O -7.116 0.973 1.636
H 1.599 0.228 5.532
O 1.768 3.689 -1.383
H -5.696 -3.315 -4.686
H -7.788 -5.433 -3.861
H -0.965 5.261 -2.021
O 6.747 -3.639 -3.265
C -10.035 -0.834 -1.475
H 8.208 1.986 -0.993
C 1.920 -0.385 4.572
C -4.293 0.337 0.012
C 1.602 6.221 0.152
H -7.831 0.566 -2.086
F -2.384 -1.985 0.265
H 1.010 -1.127 4.359
C 4.735 0.593 3.442
H -10.349 0.999 -0.377
C -8.496 1.173 -1.462
H 1.288 3.746 2.219
H 2.663 6.071 0.634
C 1.983 -0.330 1.855
O -9.246 -4.287 -2.998
C 3.270 2.829 4.154
C -2.021 -1.018 -0.802
H 2.903 -4.809 -1.844
H -5.432 -4.774 -3.697
H 8.816 0.358 -1.247
H -0.409 1.955 -1.737
C 8.335 0.136 2.849
H -4.254 -0.130 1.085
O -10.178 -2.468 -4.025
H 1.146 -1.984 -1.233
H -11.121 -0.912 -1.351
H 2.666 0.094 1.005
H -1.617 3.884 -0.898
O 7.753 0.794 1.798
O -8.790 -0.036 0.444
H 0.941 6.923 0.816
H -4.972 -3.193 -3.083
C 2.038 0.584 3.254
H 1.044 1.241 3.222
O 4.720 -4.599 -2.818
H 4.085 2.742 4.996
H 4.566 -0.521 3.070
C -7.922 -4.786 -2.987
*
```

Atom charges from the Löwdin analysis, given in e for atoms 1 to 99: 0.0738 0.0615 0.0946 0.0860 0.1216 0.0812 0.0558 -0.3392 -0.0067 -0.1877 -0.3463 0.1462 0.0736 0.0730 -0.2885 0.4728 0.1306 -0.1194 -0.5133 -0.2229 -0.3631 0.6636 0.1376 0.1611 -0.5121 -0.0045 0.0518 0.0762 0.1432 -0.3422 0.0887 -0.0086 0.0770 0.0708 0.1173 0.0975 -0.1169 0.0503 -0.3372 0.0975 0.0721 0.1579 0.0953 -0.4234 0.0755 0.0464 0.0781 -0.3408 0.0919 0.0726 -0.2659 0.1300 0.0769 0.0507 0.1416 0.0401 0.1433 -0.5268 0.1028 0.1287 0.0777 -0.2929 0.0949 0.1413 0.0420 0.1176 -0.0102 0.0815 -0.1088 -0.1510 -0.2255 0.1410 -0.2023 0.0937 -0.0986 0.1569 -0.1136 0.0392 0.0365 -0.3181 0.0622 -0.1121 -0.3376 0.1431 0.0858 0.0857 0.0195 -0.5031 0.0875 0.1158 -0.0860 0.0897 0.0922 0.0265 0.0590 0.0799 0.0380 0.0841 -0.3047

=====

This record from OMol25 describes 4 unconnected molecules or ions with the total composition C30H57FN3O15P3S at a distorted geometry. The level of theory is wB97M-V/def2-TZVPD.

- HOMO (hartree) = -0.3697
- electronic energy (hartree) = -3992.4468

Structure (ORCA input):
```
! RIJCOSX wB97M-V def2-TZVPD def2/J DEFGRID3
* xyz 0 1
H 2.880 6.314 0.844
P -0.508 -6.640 -1.262
C 2.830 0.751 -2.090
H 8.327 -1.230 -5.115
H 0.591 -7.439 1.564
H 1.274 4.342 0.518
H 6.666 -1.587 -5.624
H 2.241 3.792 4.207
O 5.463 0.351 -4.313
H -7.956 -1.194 -0.119
H 7.387 0.986 -4.142
H 4.497 10.588 4.150
F -1.341 2.468 -0.615
H 3.246 9.279 6.010
H 3.465 0.767 -0.039
C 3.573 10.020 4.023
H -0.685 -0.977 3.210
O 3.342 0.612 -3.433
H -8.466 2.326 0.017
C -0.362 -7.371 2.086
H -9.423 1.152 2.036
C -2.132 -5.788 -3.192
O -0.152 -8.055 -0.991
H -0.502 -8.271 2.686
C 1.513 -5.538 -3.485
H 1.537 -1.626 -3.314
H 0.685 -1.392 2.075
C -5.839 1.656 -0.004
O 0.888 -5.811 -1.133
P 4.313 -0.668 -3.766
C 7.355 -0.791 -5.345
H -3.669 -7.158 -3.819
C 3.497 8.883 5.025
H -7.315 -0.203 2.408
H -6.059 2.258 -0.878
H 2.335 1.720 -2.037
H 0.775 -6.213 -3.931
C -6.540 0.272 1.819
H -3.778 -6.679 -2.115
H -5.000 -0.518 3.060
H 2.981 -2.989 -4.734
O -1.235 -6.200 0.132
H 1.031 -0.627 -4.682
S -0.283 0.747 1.598
H 4.461 8.384 5.124
C -1.532 -7.165 1.142
N -8.679 -1.678 0.400
C -3.091 -6.931 -2.923
C -9.425 -0.817 1.214
C -6.867 1.050 0.676
H 2.741 10.712 4.172
H -0.278 -6.527 2.775
H 2.308 -2.266 -6.197
H 0.509 -2.319 -4.565
O 2.482 7.942 4.683
H 7.034 -0.466 -3.231
C 3.365 4.597 5.859
H 1.211 6.776 0.516
N -3.529 2.138 -0.371
H -8.223 -2.336 1.022
H 2.789 -5.469 -1.759
C -5.241 0.100 2.204
C 1.914 -6.020 -2.102
H 0.485 4.822 2.033
H -1.482 -6.032 -4.037
O 3.581 -1.061 -5.173
H -1.839 -8.108 0.689
O -10.097 -1.286 2.098
H 3.223 5.271 6.705
P 2.794 6.699 3.670
C -9.394 0.698 1.047
H 3.509 9.676 2.993
H -2.391 -6.790 1.699
O 5.109 -1.866 -3.397
H -1.019 -1.464 1.571
O 0.044 1.637 2.677
H -2.558 -7.842 -2.631
H -8.375 0.808 -0.836
H 1.278 4.145 5.630
C 2.575 -2.065 -5.160
H 4.650 1.454 -1.166
C 6.848 0.038 -4.179
H -2.689 -4.892 -3.464
C 3.907 0.667 -1.030
H 3.638 3.611 6.236
C -4.488 1.499 0.371
H 4.435 -0.293 -1.068
H 4.211 4.977 5.275
H 2.376 -5.513 -4.151
O -1.327 -5.446 -2.049
H 2.173 4.304 2.031
N -2.900 0.470 1.883
H 2.181 -7.080 -2.134
C -2.011 1.053 1.144
C -0.293 -0.937 2.197
H 7.479 -0.164 -6.230
O 1.797 7.071 2.437
H 1.074 -4.541 -3.437
C -4.185 0.700 1.483
H -10.344 0.958 0.569
O 1.696 5.780 4.482
C 1.338 -1.631 -4.390
O 0.600 0.820 0.471
H 2.066 -0.009 -1.911
O 4.158 7.031 3.187
C 1.416 4.859 1.469
C 2.105 4.509 5.021
C -8.276 1.259 0.158
C 1.862 6.293 1.244
C -2.337 1.892 0.039
*
```

Atom charges from the Löwdin analysis, given in e for atoms 1 to 99: 0.1129 0.5369 -0.2723 0.0760 0.0729 0.0772 0.0713 0.1012 -0.2026 0.0729 0.1151 0.0759 0.1208 0.1142 0.0731 -0.0762 0.0697 -0.1811 0.1244 -0.0750 0.1288 -0.2756 -0.2181 0.0773 -0.0754 0.0608 0.0761 0.0331 -0.1999 0.5364 -0.0761 0.0824 -0.2903 0.1128 0.1308 0.1220 0.0641 -0.0216 0.0856 0.1222 0.0987 -0.2091 0.0858 0.6529 0.1019 -0.2892 0.1515 -0.0793 -0.5475 -0.2013 0.0734 0.0724 0.1191 0.0713 -0.2053 0.1024 -0.0801 0.1174 0.2398 0.1082 0.1202 0.0104 -0.2707 0.0851 0.1024 -0.1970 0.1029 0.0651 0.0851 0.5368 -0.1090 0.0721 0.1137 -0.2248 0.0667 -0.3082 0.0714 0.1237 0.1220 -0.2835 0.0872 -0.2879 0.1202 -0.0742 0.0809 -0.1844 0.0708 0.0703 0.0809 -0.1894 0.0641 0.1798 0.1145 -0.2337 -0.1289 0.0738 -0.1988 0.0681 -0.1992